# 1
C6H12O as an isolated structure. Source: OMol25; level of theory: the ωB97M-V functional and the def2-TZVPD basis.

```
19
Properties=species:S:1:pos:R:3:forces:R:3:lowdin_charge:R:1
C 2.324984 -0.360787 -0.124784 0.10 -0.06 0.03 -0.097
C 1.566430 0.880810 -0.599343 0.04 0.03 -0.04 -0.223
C 0.163303 0.869883 -0.059247 0.04 -0.34 0.04 -0.147
C -0.968840 0.544737 -0.848509 0.24 -0.15 0.19 -0.178
C -2.124531 0.042020 -0.150610 -0.01 0.05 0.07 -0.123
C -1.396484 -1.379675 0.571562 -0.38 0.09 -0.20 -0.380
O -0.280330 -1.075233 1.164946 0.00 0.25 -0.20 -0.214
H 2.369168 -0.393616 0.965267 0.00 -0.01 -0.12 0.080
H 1.811933 -1.269688 -0.442348 0.07 0.09 0.03 0.077
H 3.342118 -0.348976 -0.527611 -0.10 0.00 0.05 0.073
H 2.093620 1.784061 -0.273893 -0.09 -0.10 -0.01 0.112
H 1.536649 0.900481 -1.696343 -0.04 0.00 0.15 0.114
H -0.036979 1.126636 0.973030 0.08 0.04 -0.04 0.138
H -0.553582 1.801956 -0.693360 -0.43 -0.14 -0.21 0.221
H -0.795876 0.273865 -1.892619 0.04 0.18 0.22 0.143
H -3.003396 -0.181546 -0.763110 0.24 0.04 0.12 0.100
H -2.386986 0.617928 0.737958 0.04 -0.08 -0.10 0.109
H -2.251240 -1.660924 1.222639 0.18 0.01 -0.10 0.101
H -1.340593 -2.104609 -0.272971 -0.01 0.12 0.13 0.096
```
Positions in Å, forces in eV/Å.

Computed properties:
Electronic energy: -8460.0042 eV
Relative energy (zero: lowest compared OMol25 entry of this formula, charge and spin): 4.350 eV
LUMO energy: 0.7 eV

---

# 2
C14H36AlCl2OP3 as an isolated structure at a distorted geometry. Source: OMol25; level of theory: the ωB97M-V functional and the def2-TZVPD basis.

```
57
Properties=species:S:1:pos:R:3:forces:R:3:nbo_charge:R:1
C 1.812939 0.437761 -3.263538 0.05 -0.09 -0.79 -0.746
C 1.306081 -0.003205 -1.936980 0.65 -3.55 0.91 0.409
H 1.973197 -0.455140 -3.890895 0.01 0.29 0.24 0.279
H 2.769989 0.967065 -3.111683 -0.38 -0.09 0.00 0.306
H 1.100421 1.137105 -3.734831 0.50 -0.27 0.32 0.285
O 1.388982 -1.103386 -1.407567 -0.49 2.99 -1.32 -0.410
Cl 1.004704 3.234917 -1.849531 -0.09 -0.37 0.05 -0.524
Al 0.343118 1.475590 -0.720812 -0.36 2.46 0.86 1.038
P 2.345055 1.480307 0.636032 0.99 0.00 0.90 0.963
C 2.742966 0.166058 1.822925 -0.21 -0.37 0.06 -0.963
C 3.868108 1.572799 -0.342684 -0.04 0.10 -0.28 -0.959
H 4.696466 1.764174 0.354738 -0.16 -0.05 -0.31 0.272
H 3.368997 3.125198 2.076229 -0.24 -0.05 -0.12 0.264
H 3.782158 2.389273 -1.070169 0.15 -0.14 0.19 0.274
H 2.030693 3.821199 1.081217 0.15 -0.05 0.23 0.277
H 2.801904 -0.790465 1.289871 0.13 0.17 0.18 0.245
H 4.047047 0.628200 -0.874968 0.02 0.21 0.18 0.248
C 2.353360 2.968760 1.689414 -0.29 0.10 -0.31 -0.933
H 3.698664 0.350979 2.336571 -0.28 0.09 -0.28 0.278
H 1.642671 2.842825 2.515803 0.22 0.02 -0.23 0.266
H 1.949632 0.109585 2.579457 0.25 0.06 -0.14 0.245
P -1.733971 1.284862 -1.904303 -1.28 -0.14 -0.75 0.955
C -2.895923 -0.053911 -1.526506 0.05 -0.33 0.16 -0.962
C -2.744611 2.774645 -1.607884 0.39 0.19 0.19 -0.930
H -1.009135 2.041454 -4.082206 -0.19 -0.11 0.03 0.272
H -2.611858 1.237790 -4.140858 0.30 -0.01 0.10 0.273
H -1.113546 0.263333 -4.035970 -0.19 0.17 0.07 0.247
C -1.599491 1.193842 -3.714545 0.29 -0.02 -0.15 -0.957
H -2.074332 3.639339 -1.553755 -0.26 -0.05 -0.05 0.279
H -3.465068 2.899483 -2.427443 0.22 -0.11 0.17 0.266
H -3.804142 0.021968 -2.139675 0.26 0.11 0.14 0.280
H -3.177088 0.003483 -0.467655 -0.04 0.02 -0.25 0.245
H -3.271244 2.676513 -0.651544 0.16 0.04 -0.23 0.269
H -2.425291 -1.024563 -1.719499 -0.17 0.20 -0.08 0.238
Cl -0.773609 2.444451 0.973237 0.08 -0.47 -0.48 -0.530
C -1.307783 -3.450020 -0.746289 -0.20 -0.31 -0.06 -0.633
C -1.851910 -2.536835 0.347212 -0.08 0.56 -1.27 -0.726
P -0.623740 -1.226769 0.838701 -1.65 -2.80 3.11 1.350
C -1.614190 -0.492972 2.225119 0.20 1.37 -0.57 -0.737
C -0.827283 0.169846 3.343641 0.04 0.18 0.01 -0.636
C 0.570754 -2.370217 1.680033 1.45 1.19 -0.82 -0.755
C 0.034116 -3.528485 2.492296 -0.64 -0.54 0.21 -0.619
H -1.105707 -2.894457 -1.671280 0.01 -0.20 0.17 0.211
H -2.062126 -4.214414 -0.966769 0.23 0.10 -0.06 0.259
H -0.388532 -3.970592 -0.433208 -0.32 0.22 -0.18 0.224
H -2.785043 -2.038398 0.050883 0.30 -0.31 0.09 0.251
H -2.078093 -3.097613 1.264576 0.32 0.35 -0.05 0.278
H -2.179504 0.279944 1.678583 -0.17 -0.17 0.54 0.259
H -2.322040 -1.243484 2.592679 0.25 -0.24 -0.31 0.276
H -0.220821 0.971053 2.912142 -0.04 -0.11 0.32 0.227
H -1.544559 0.639544 4.025629 0.19 -0.07 -0.04 0.263
H -0.191209 -0.503453 3.928426 -0.21 -0.05 -0.18 0.220
H 1.160899 -2.737738 0.828402 0.23 -0.08 0.38 0.253
H 1.228948 -1.746019 2.304022 -0.27 -0.36 -0.36 0.256
H -0.447732 -4.274010 1.848134 0.07 0.14 0.32 0.224
H 0.878852 -4.027376 2.980286 -0.04 0.18 -0.16 0.266
H -0.651141 -3.229819 3.296789 0.08 0.00 -0.29 0.228
```
Positions in Å, forces in eV/Å.

Computed properties:
Electronic energy: -76645.3965 eV
Relative energy (zero: lowest compared OMol25 entry of this formula, charge and spin): 0.557 eV
Net charge: +2
LUMO energy (spin up / spin down): -9.1 / -10.5 eV

---

# 3
One molecule with the formula C2HCl2F3S at a distorted geometry. Source: OMol25; level of theory: the ωB97M-V functional and the def2-TZVPD basis.

```
9
Properties=species:S:1:pos:R:3:forces:R:3:nbo_charge:R:1
C -0.401911 0.871598 0.500799 3.86 -1.72 -0.18 0.999
C 0.607328 -0.554219 -0.136528 -0.21 2.20 1.14 -0.308
F -1.670807 0.563675 0.415501 -0.32 0.46 -0.86 -0.301
F -0.191576 1.263294 1.762907 0.25 -0.74 -0.35 -0.313
F 0.092370 1.863477 -0.265334 -1.75 -0.33 0.05 -0.312
S -0.122155 -1.057214 -1.693454 -0.15 0.21 0.32 0.080
Cl 2.320589 0.141600 -0.507222 -1.84 -0.93 0.55 -0.011
Cl 0.701169 -1.914349 1.030941 -0.03 1.00 -0.34 0.026
H -1.335007 -1.177861 -1.107611 0.18 -0.15 -0.32 0.140
```
Positions in Å, forces in eV/Å.

Computed properties:
Electronic energy: -46121.7232 eV
Relative energy (zero: lowest compared OMol25 entry of this formula, charge and spin): 0.956 eV
LUMO energy: 0.3 eV
SMILES: FC(F)(F)C(S)(Cl)Cl

---

# 4
An isolated ion of composition C5H10NO and charge -1 at a distorted geometry. Source: OMol25; level of theory: the ωB97M-V functional and the def2-TZVPD basis.

```
17
Properties=species:S:1:pos:R:3:forces:R:3:nbo_charge:R:1
C -0.200313 0.442604 -0.323610 -0.07 1.63 1.30 -0.027
C 0.177247 -0.764105 0.051375 -0.70 -1.52 -0.39 -0.128
C 0.897260 -1.778023 -0.800458 -2.01 -1.13 -0.27 -0.624
C -0.138704 -1.345814 1.404751 0.04 3.15 -1.30 -0.694
C -1.396044 2.529720 -0.361214 2.86 1.20 -0.44 -0.416
N -0.619488 1.544108 0.406580 -1.22 -0.19 0.17 -0.168
O -1.128059 1.404339 1.703725 0.24 -0.20 -0.48 -0.817
H 0.065230 0.781827 -1.266051 0.48 0.38 -2.15 0.154
H 1.026296 -1.628692 -1.916076 0.48 0.33 1.42 0.196
H 0.181771 -2.679958 -0.752728 1.15 0.69 -0.18 0.175
H 1.746329 -2.051225 -0.157361 0.52 -0.27 -1.01 0.189
H -0.759333 -2.185197 1.347326 -1.36 -1.27 -0.05 0.170
H -0.556526 -0.413704 1.858630 0.15 -0.99 0.99 0.309
H 0.819815 -1.677164 1.652755 1.59 -0.62 1.80 0.165
H -1.805774 2.196226 -1.305752 -0.19 -0.46 -0.33 0.156
H -2.176927 2.919562 0.247687 -0.47 0.24 0.59 0.211
H -0.641499 3.385278 -0.632194 -1.49 -0.96 0.35 0.150
```
Positions in Å, forces in eV/Å.

Computed properties:
Electronic energy: -8881.4258 eV
Relative energy (zero: lowest compared OMol25 entry of this formula, charge and spin): 2.692 eV
Net charge: -1
LUMO energy: 4.1 eV
SMILES: CC(C)=CN(C)[O-]

---

# 5
One molecule with the formula C23H35N3O4. Source: OMol25; level of theory: the ωB97M-V functional and the def2-TZVPD basis.

```
65
Properties=species:S:1:pos:R:3:forces:R:3:nbo_charge:R:1
C -2.148143 -3.841917 -2.424236 -0.02 0.07 -0.04 -0.623
C -2.533300 -3.005950 -1.241284 -0.06 -0.02 -0.05 -0.050
C -1.678679 -2.854115 -0.156461 -0.09 0.06 0.01 -0.198
C -2.029659 -2.059034 0.915052 -0.18 0.11 0.12 -0.276
C -3.250040 -1.385761 0.927878 0.20 -0.16 0.00 0.359
C -4.122226 -1.550828 -0.138483 -0.12 0.17 0.26 -0.301
C -3.755981 -2.350721 -1.206367 0.18 -0.09 0.03 -0.175
H -4.440490 -2.460203 -2.034655 -0.09 -0.01 -0.09 0.211
H -5.083256 -1.064054 -0.159084 -0.07 0.11 0.01 0.218
O -3.471596 -0.608671 2.035076 0.19 -0.20 -0.09 -0.524
C -4.654474 0.142496 2.157009 -0.23 0.30 0.05 -0.079
C -4.700980 1.381367 1.232313 -0.06 -0.37 -0.19 -0.257
N -3.379608 1.927922 1.006859 -0.42 0.02 0.24 -0.444
C -2.854457 1.807474 -0.238906 0.25 0.33 -0.07 0.707
O -3.527749 1.421894 -1.177110 -0.01 -0.16 -0.34 -0.641
C -1.372486 2.116973 -0.421443 -0.17 -0.13 -0.11 -0.311
C -0.622818 0.795755 -0.171137 -0.34 0.12 -0.03 -0.204
N 0.776809 0.970116 -0.458164 0.04 0.09 0.28 -0.444
C 1.149091 1.434257 -1.673836 -0.33 0.05 -0.20 0.686
O 2.311875 1.556928 -2.010125 0.45 0.00 -0.19 -0.643
C -0.029882 1.767177 -2.562429 0.09 0.17 -0.06 -0.499
C -1.079230 2.620709 -1.844758 -0.11 0.01 -0.06 -0.397
H -2.003273 2.596423 -2.425519 0.10 0.07 0.06 0.245
H -0.731224 3.653595 -1.800860 0.00 -0.01 0.00 0.208
H -0.482340 0.823333 -2.877734 -0.02 -0.02 -0.04 0.225
H 0.336301 2.280712 -3.451259 0.05 -0.12 0.06 0.240
C 1.774596 0.498199 0.473098 0.33 -0.20 -0.20 -0.221
C 2.044722 -0.998388 0.298132 0.23 0.20 0.18 -0.418
C 3.278618 -1.437914 1.084271 -0.16 -0.02 -0.06 -0.207
N 4.426916 -0.582648 0.846682 0.09 -0.10 0.06 -0.447
C 4.907748 -0.623432 -0.527019 0.21 0.24 -0.02 -0.268
H 4.112623 -0.311436 -1.203244 -0.02 -0.01 -0.07 0.229
C 6.069415 0.356503 -0.682629 -0.28 -0.10 -0.23 -0.072
O 7.123272 0.071242 0.209848 0.14 -0.08 -0.06 -0.524
C 6.655564 0.101044 1.535205 -0.13 -0.19 0.34 -0.071
C 5.520473 -0.900073 1.747864 0.24 0.25 -0.04 -0.245
H 5.163662 -0.831051 2.778536 0.03 -0.03 0.00 0.200
H 5.904877 -1.922300 1.575369 -0.03 0.03 0.04 0.165
H 7.508984 -0.142963 2.170826 -0.08 0.04 0.02 0.191
H 6.291182 1.110411 1.780732 0.04 -0.07 0.02 0.164
H 6.490985 0.293246 -1.686639 -0.08 0.04 0.03 0.195
H 5.697850 1.376449 -0.507472 0.01 -0.05 -0.05 0.170
H 5.244204 -1.639672 -0.801569 -0.04 0.02 -0.01 0.164
H 3.056373 -1.378758 2.154553 0.02 -0.08 0.00 0.191
H 3.500284 -2.494846 0.844517 0.01 0.05 0.08 0.169
H 1.183830 -1.579764 0.634878 -0.04 -0.07 -0.05 0.205
H 2.184683 -1.199524 -0.764665 -0.06 -0.02 -0.05 0.210
H 2.697797 1.044553 0.271404 -0.16 -0.02 0.14 0.250
H 1.448900 0.713886 1.493866 0.02 0.05 0.00 0.189
H -0.731072 0.487805 0.869687 0.01 -0.06 -0.04 0.212
H -1.064754 0.012884 -0.800776 -0.05 0.02 0.15 0.212
H -1.021464 2.850544 0.304107 0.00 -0.10 0.02 0.214
C -2.680876 2.402898 2.178036 0.32 0.04 0.01 -0.411
H -2.038007 1.631007 2.609065 0.01 0.02 0.07 0.202
H -3.420635 2.688951 2.924622 0.02 0.02 0.01 0.208
H -2.082351 3.283041 1.948730 -0.03 -0.02 0.08 0.210
H -5.092194 1.122195 0.247192 -0.02 0.09 0.22 0.250
H -5.350858 2.137184 1.684806 0.00 -0.06 -0.01 0.199
H -5.542603 -0.477677 1.984765 0.05 0.05 0.06 0.186
H -4.653805 0.458382 3.204553 -0.07 -0.07 -0.13 0.191
H -1.370666 -1.945649 1.762674 0.08 0.03 0.11 0.216
H -0.725870 -3.364343 -0.149682 0.10 -0.06 0.00 0.210
H -1.896225 -3.202150 -3.270323 0.05 -0.04 -0.10 0.219
H -2.973609 -4.483051 -2.727486 0.00 -0.09 -0.06 0.217
H -1.285590 -4.463428 -2.197094 0.05 -0.07 -0.04 0.213
```
Positions in Å, forces in eV/Å.

Computed properties:
Electronic energy: -37079.7952 eV
Relative energy (zero: lowest compared OMol25 entry of this formula, charge and spin): 1.012 eV
LUMO energy: 0.5 eV
SMILES: Cc1ccc(OCCN(C)C(=O)[C@@H]2CCC(=O)N(CCCN3CCOCC3)C2)cc1

---

# 6
A 2-piece molecular cluster, C20H22F overall at a distorted geometry. Source: OMol25; level of theory: the ωB97M-V functional and the def2-TZVPD basis.

```
43
Properties=species:S:1:pos:R:3:forces:R:3:nbo_charge:R:1
C 1.139305 2.217405 1.673238 -0.17 0.09 0.22 -0.407
C 0.075093 2.527028 0.614137 0.01 -0.27 0.01 -0.389
C -1.360052 2.153637 1.058935 -0.07 0.19 0.21 -0.466
C -1.449234 0.769372 1.675835 0.17 -0.12 -0.55 0.214
C -2.472892 -0.056220 1.315195 -0.34 0.68 1.02 -0.523
C -0.388904 0.374974 2.682293 0.19 -0.06 -0.14 -0.469
C 1.046079 0.805144 2.269542 -0.08 -0.09 -0.18 -0.391
H 2.132025 2.342118 1.218770 -0.22 0.07 0.24 0.228
H 1.049807 2.951107 2.488615 0.06 -0.11 -0.18 0.205
H 0.101117 3.598949 0.379208 -0.03 -0.28 -0.04 0.229
H 0.315061 1.987267 -0.315347 -0.09 0.09 0.20 0.198
H -1.710317 2.904709 1.798908 0.17 -0.38 -0.25 0.239
H -2.032124 2.219765 0.183106 0.16 -0.03 0.49 0.216
H -2.539835 -1.038384 1.804381 -0.32 0.76 0.35 0.238
H -3.350277 0.459779 0.871667 0.59 -0.52 0.54 0.243
H -0.629192 0.852914 3.660541 -0.05 -0.21 -0.62 0.245
H -0.408195 -0.723053 2.839405 -0.11 0.57 0.03 0.222
H 1.440318 0.079124 1.540281 -0.14 0.14 0.19 0.201
H 1.688066 0.755588 3.159392 -0.11 -0.11 -0.28 0.227
F 1.598759 -4.253305 -0.286881 -1.70 0.60 -0.06 -0.301
C 0.332264 -3.725332 -0.340949 0.97 -0.24 -0.14 0.459
C 0.051316 -2.781579 -1.332343 -0.40 -0.03 -0.24 -0.276
C -1.193652 -2.170218 -1.332156 -0.30 0.29 0.97 -0.104
C -2.147277 -2.471528 -0.309304 0.55 0.25 0.38 -0.180
C -3.244719 -1.529686 -0.108014 -0.65 -1.74 -3.04 0.172
C -4.630618 -1.927560 0.171523 -0.30 0.62 0.81 -0.210
C -5.691449 -1.227365 -0.488465 0.69 0.29 0.67 -0.123
C -7.006830 -1.359925 -0.060582 0.11 -0.37 -0.18 -0.212
C -7.321930 -2.217404 1.008243 0.35 0.08 -0.51 -0.124
C -6.314398 -2.993908 1.582091 0.22 -0.24 -0.25 -0.229
C -4.990959 -2.885244 1.150288 -0.22 0.39 0.20 -0.072
C -1.878873 -3.538534 0.583754 0.56 0.21 -0.09 -0.130
C -0.619838 -4.141586 0.584515 -0.32 -0.07 -0.05 -0.266
H 0.775355 -2.518784 -2.096710 0.06 -0.18 0.22 0.258
H -1.453602 -1.383658 -2.058832 0.35 -0.45 0.38 0.230
H -3.177324 -0.658663 -0.762173 -0.10 -0.54 -0.07 0.233
H -5.431232 -0.540099 -1.303409 -0.21 -0.23 0.38 0.224
H -7.792666 -0.818768 -0.585291 0.17 -0.09 0.21 0.241
H -8.354589 -2.314557 1.343106 0.31 0.07 -0.03 0.240
H -6.560540 -3.720887 2.354955 0.06 0.23 -0.15 0.238
H -4.236119 -3.502495 1.634281 -0.48 0.34 -0.06 0.199
H -2.604953 -3.853140 1.340162 0.63 0.20 -0.43 0.220
H -0.382863 -4.923515 1.302785 0.04 0.18 -0.19 0.255
```
Positions in Å, forces in eV/Å.

Computed properties:
Electronic energy: -23805.4568 eV
Relative energy (zero: lowest compared OMol25 entry of this formula, charge and spin): 1.054 eV
Net charge: +1
LUMO energy: -5.6 eV